{"formula": "C4H11N2O2", "method": "wB97M-V/def2-TZVPD", "symbols": ["C", "C", "C", "N", "C", "N", "H", "H", "H", "H", "H", "H", "H", "H", "H", "O", "H", "H", "O"], "positions_angstrom": [[0.028, 2.245, 0.313], [0.376, 0.906, -0.240], [0.739, 0.588, -1.499], [0.641, -0.806, -1.624], [0.235, -1.291, -0.448], [0.106, -0.281, 0.406], [-0.316, 2.071, 1.338], [-0.756, 2.664, -0.307], [0.788, 3.015, 0.385], [0.995, 1.188, -2.355], [0.666, -1.185, -2.558], [-0.055, -2.319, -0.276], [-0.135, -0.373, 1.378], [-3.835, -0.089, -0.465], [-3.491, -1.188, 0.547], [-3.110, -0.445, 0.077], [2.971, -1.142, 1.444], [2.071, -2.071, 2.331], [2.082, -1.485, 1.552]], "multiplicity": 1, "charge": 1}

---

{"formula": "C4H11N2O7S2", "method": "wB97M-V/def2-TZVPD", "symbols": ["C", "C", "C", "C", "N", "N", "O", "O", "O", "O", "O", "O", "O", "S", "S", "H", "H", "H", "H", "H", "H", "H", "H", "H", "H", "H"], "positions_angstrom": [[-1.370, 1.881, 0.909], [-1.371, 0.992, -0.305], [0.081, 0.827, -0.931], [1.266, -2.724, 0.576], [2.392, -2.144, -0.081], [0.867, -1.934, 1.607], [-1.660, -1.182, 1.278], [1.276, 2.871, 0.030], [-3.323, -0.677, -0.367], [-1.196, -1.684, -0.996], [1.382, 0.781, 1.455], [2.632, 0.939, -0.582], [0.596, -3.629, 0.176], [-1.981, -0.641, -0.028], [1.447, 1.402, 0.138], [-0.754, 2.767, 0.642], [-2.430, 2.138, 1.293], [-0.867, 1.257, 1.706], [-1.908, 1.390, -1.194], [0.267, 1.357, -1.963], [2.493, -2.264, -1.086], [0.211, -0.194, -1.159], [2.634, -1.136, 0.215], [0.091, -2.241, 2.009], [1.161, -0.972, 1.531], [-0.590, -2.313, -0.464]], "multiplicity": 1, "charge": -1}

---

{"formula": "C4H11N2OS", "method": "wB97M-V/def2-TZVPD", "symbols": ["C", "C", "C", "C", "N", "N", "O", "S", "H", "H", "H", "H", "H", "H", "H", "H", "H", "H", "H"], "positions_angstrom": [[2.021, 0.540, 0.193], [-0.789, -1.445, 0.884], [-1.342, 0.545, -0.585], [-0.296, -0.527, -0.214], [2.966, -0.238, -0.279], [-1.154, 1.529, 0.648], [1.778, 1.604, 0.661], [-0.006, -1.598, -1.677], [-0.022, -2.199, 1.026], [-1.070, -0.871, 1.838], [-1.584, -2.022, 0.516], [-2.415, 0.203, -0.572], [-1.018, 1.141, -1.471], [2.777, -1.004, -1.004], [3.951, -0.004, -0.186], [-1.568, 0.902, 1.351], [-1.668, 2.351, 0.519], [-0.163, 1.634, 0.855], [-0.398, -0.543, -2.504]], "multiplicity": 1, "charge": 1}

---

{"formula": "C4H11N2S", "method": "wB97M-V/def2-TZVPD", "symbols": ["C", "C", "C", "S", "N", "C", "N", "H", "H", "H", "H", "H", "H", "H", "H", "H", "H", "H"], "positions_angstrom": [[-1.900, 0.172, -0.208], [-0.492, -0.139, 0.301], [0.032, -1.510, -0.169], [1.312, -2.315, 0.877], [0.454, 0.935, -0.017], [0.286, 1.990, -0.956], [-0.288, 3.221, -0.378], [-2.476, 0.827, 0.435], [-2.466, -0.744, -0.333], [-1.757, 0.580, -1.217], [-0.425, -0.277, 1.379], [-0.831, -2.188, -0.123], [0.501, -1.462, -1.153], [1.401, 0.696, 0.225], [1.270, 2.103, -1.431], [-0.315, 1.778, -1.847], [-0.237, 3.091, 0.623], [-1.236, 3.310, -0.724]], "multiplicity": 1, "smiles": "C[C@@H](C[S-])NCN", "charge": -1}

---

{"formula": "C4H11N2S", "method": "wB97M-V/def2-TZVPD", "symbols": ["C", "C", "C", "C", "N", "N", "S", "H", "H", "H", "H", "H", "H", "H", "H", "H", "H", "H"], "positions_angstrom": [[-1.205, -1.231, 0.292], [2.211, -0.356, 0.099], [-2.186, -0.620, -0.522], [0.958, 0.094, -0.641], [-0.970, -1.957, 1.177], [0.791, 1.530, -0.419], [-2.340, 1.088, 0.421], [2.832, -1.180, -0.275], [2.007, -0.383, 1.146], [2.848, 0.545, 0.050], [-3.268, -1.050, -0.394], [-1.999, -0.477, -1.534], [0.820, -0.093, -1.702], [-0.106, -2.277, 1.662], [-0.021, 1.915, -0.858], [1.747, 1.956, -0.803], [0.741, 1.680, 0.571], [-2.860, 0.815, 1.729]], "multiplicity": 1, "charge": 1}

---

{"formula": "C4H11N2S", "method": "wB97M-V/def2-TZVPD", "symbols": ["C", "C", "C", "C", "N", "N", "S", "H", "H", "H", "H", "H", "H", "H", "H", "H", "H", "H"], "positions_angstrom": [[-0.678, 0.556, 0.899], [-0.926, -0.526, -1.414], [0.367, -1.131, 1.511], [-0.494, 0.721, -0.576], [-1.503, 0.781, 1.810], [0.961, 0.941, -0.909], [1.953, -1.311, 0.693], [-1.038, -0.321, -2.461], [-1.794, -0.882, -1.126], [-0.134, -1.367, -1.438], [-0.477, -1.794, 1.271], [0.511, -0.656, 2.519], [-1.224, 1.414, -1.109], [-2.148, 1.508, 1.758], [1.339, 1.764, -0.469], [1.082, 0.818, -1.903], [1.587, 0.110, -0.598], [2.615, -0.624, 1.542]], "multiplicity": 1, "charge": 1}

---

{"formula": "C4H11N2S", "method": "wB97M-V/def2-TZVPD", "symbols": ["C", "C", "C", "C", "N", "N", "S", "H", "H", "H", "H", "H", "H", "H", "H", "H", "H", "H"], "positions_angstrom": [[0.713, -0.709, -0.171], [-1.051, -2.049, 0.997], [0.395, -2.026, 0.385], [0.584, 1.610, -0.403], [0.158, 0.409, 0.124], [-0.613, 2.498, -0.027], [0.945, 1.842, -2.226], [1.542, -0.739, -0.805], [-1.230, -3.155, 1.201], [-0.946, -1.470, 1.885], [-1.772, -1.633, 0.407], [0.287, -2.704, -0.376], [1.050, -2.531, 1.022], [1.470, 2.048, 0.286], [-0.345, 3.045, 0.882], [-1.249, 1.794, 0.110], [-0.886, 3.240, -0.738], [0.946, 0.531, -2.555]], "multiplicity": 1, "smiles": "CC/C=N/[C@H]([NH3+])S", "charge": 1}

---

{"formula": "C4H11N2S", "method": "wB97M-V/def2-TZVPD", "symbols": ["C", "C", "C", "C", "N", "N", "S", "H", "H", "H", "H", "H", "H", "H", "H", "H", "H", "H"], "positions_angstrom": [[-0.581, -0.933, 1.514], [2.245, -0.639, -0.272], [-2.347, 0.815, -1.400], [0.023, 0.243, -0.255], [1.688, 1.155, 1.038], [1.294, 0.271, 0.231], [-1.011, 1.575, -0.450], [-1.545, -1.474, 1.431], [0.268, -1.521, 1.479], [-0.598, -0.143, 2.230], [1.746, -1.516, -0.625], [2.826, -0.886, 0.700], [2.992, -0.297, -1.032], [-2.163, 1.000, -2.379], [-3.269, 1.333, -1.226], [-2.439, -0.301, -1.072], [-0.071, -0.575, -1.092], [0.941, 1.895, 1.182]], "multiplicity": 1, "charge": 1}

---

For the records above, the corresponding ΔE to the lowest compared entry with this formula, charge and spin values read 39.32 0.00 374.68 103.18 475.05 371.99 212.47 511.23 kJ/mol.
For the records above, the corresponding electronic energy values read -11395.71601 -43311.99144 -20179.79014 -18142.02889 -18130.59547 -18131.66364 -18133.31691 -18130.22043 eV.